Density functional theory data (ωB97M-V with the def2-TZVPD basis set) for a structure of composition C22H46MgO15S4 at a distorted geometry.

Structure (XYZ):
```
88
C22H46MgO15S4, DFT ωB97M-V with the def2-TZVPD basis set
Mg -0.77 -1.70 -1.94
O -0.56 -2.67 0.47
C -0.21 -1.83 1.61
C 0.21 -0.34 1.27
O 0.30 0.07 -0.13
H 0.61 -2.23 2.22
H -0.99 -1.87 2.37
H 1.19 -0.14 1.71
H -0.39 0.44 1.74
C 7.15 -0.84 3.73
C 5.76 -1.45 4.00
C 5.39 -2.44 2.90
O 4.93 -3.57 3.57
C 5.13 -3.48 4.88
O 4.90 -4.42 5.61
O 5.70 -2.25 5.19
H 7.38 -0.08 4.48
H 7.33 -0.28 2.81
H 7.93 -1.56 3.94
H 4.97 -0.72 4.12
H 6.22 -2.69 2.22
H 4.60 -2.04 2.27
C -2.32 4.41 -0.81
C -1.27 5.54 -0.57
C 0.14 5.04 -0.39
O 0.98 5.85 -1.13
C 0.18 6.66 -1.80
O 0.63 7.50 -2.57
O -1.13 6.32 -1.74
H -3.29 4.81 -1.09
H -2.44 3.69 0.00
H -2.23 3.76 -1.68
H -1.51 6.20 0.25
H 0.14 4.03 -0.80
H 0.35 5.04 0.68
C -3.82 3.79 6.20
C -4.04 2.99 4.85
C -4.95 1.67 4.77
O -6.23 2.16 4.44
C -6.11 3.50 4.01
O -7.10 4.13 3.61
O -4.79 3.95 4.20
H -2.80 4.13 6.36
H -4.16 3.20 7.05
H -4.29 4.78 6.29
H -3.25 2.91 4.10
H -4.88 1.10 5.70
H -4.41 1.02 4.09
C -4.24 -3.49 -5.75
S -2.71 -4.35 -5.17
O -2.32 -3.91 -3.73
C -3.49 -6.06 -4.86
H -4.52 -3.52 -6.80
H -4.12 -2.46 -5.43
H -5.03 -3.92 -5.13
H -4.31 -5.90 -4.16
H -2.67 -6.66 -4.47
H -3.96 -6.53 -5.73
C 4.87 2.69 -0.42
S 6.09 2.70 -1.80
O 7.42 3.20 -1.16
C 6.45 0.92 -2.03
H 4.26 3.50 -0.82
H 5.24 3.03 0.54
H 4.38 1.71 -0.43
H 5.52 0.64 -2.52
H 6.56 0.46 -1.05
H 7.32 0.58 -2.60
C 3.71 -4.13 -4.78
S 3.45 -3.38 -3.09
O 1.96 -3.07 -3.11
C 3.56 -4.89 -2.21
H 4.58 -3.53 -5.05
H 2.91 -3.94 -5.50
H 3.82 -5.21 -4.89
H 4.47 -5.43 -2.45
H 2.77 -5.59 -2.47
H 3.36 -4.62 -1.17
C -6.22 0.25 -2.81
S -5.39 -0.96 -1.67
O -3.94 -0.52 -1.56
C -6.19 -0.36 -0.09
H -7.10 0.69 -2.35
H -6.52 -0.27 -3.72
H -5.48 0.97 -3.15
H -7.21 -0.68 0.12
H -5.95 0.69 -0.21
H -5.52 -0.80 0.64
```

Strongest force on any atom ... 5.91 eV Å⁻¹
Kohn-Sham gap ... 5.154 eV
Charge ... 0
LUMO ... -1.60 eV
Energy above the lowest of the compared OMol25 structures with the same formula, charge and spin ... 243.3 kcal/mol
E_HOMO ... -6.75 eV

---

Density functional theory data (ωB97M-V with the def2-TZVPD basis set) for a cluster of 2 separate species, C9H14Cl2N2O in total at a distorted geometry.

Structure (XYZ):
```
28
C9H14Cl2N2O, DFT ωB97M-V with the def2-TZVPD basis set
C -2.08 1.48 0.83
N -1.54 0.34 0.09
C -1.47 -0.91 0.69
C -1.31 -2.07 -0.01
Cl -1.13 -3.57 0.83
C -1.28 -2.09 -1.52
N -1.38 -0.73 -1.98
C -1.64 0.25 -1.28
Cl -2.07 1.82 -2.02
H -1.23 2.19 1.27
H -2.81 2.06 0.38
H -2.62 1.15 1.79
H -1.66 -0.85 1.66
H -2.02 -2.57 -2.24
H -0.14 -2.50 -1.90
C 0.91 0.80 -1.74
C 1.80 0.48 -0.78
C 2.30 1.03 0.54
C 2.02 -0.18 1.44
O 2.23 -0.18 2.82
H 0.38 1.69 -1.63
H 0.88 0.39 -2.77
H 2.46 -0.40 -1.10
H 1.99 1.98 0.90
H 3.42 1.19 0.40
H 2.43 -1.10 1.05
H 1.05 -0.47 1.34
H 2.51 0.74 2.93
```

Strongest force on any atom ... 4.62 eV Å⁻¹
Kohn-Sham gap ... 8.898 eV
Charge ... 0
LUMO ... 0.61 eV
Energy above the lowest of the compared OMol25 structures with the same formula, charge and spin ... 33.7 kcal/mol
E_HOMO ... -8.29 eV